ORCA calculation (ωB97M-V/def2-TZVPD) on one molecule with the formula C3H8O3.

Each atom is followed by the atoms it is bonded to, with distances in Å.
Geometry (Å):
1 O -0.84 -1.58 1.06  C5 1.435, H10 0.914
2 O 1.97 0.46 0.07  C6 1.345, H11 0.966
3 O -0.17 0.93 -1.71  C4 1.391, H8 1.011
4 C -0.91 0.15 -0.82  O3 1.391, C5 1.658, H9 1.107, H12 1.212
5 C -0.01 -0.77 0.22  O1 1.435, C4 1.658, C6 1.546, H13 1.156
6 C 1.08 0.03 0.98  O2 1.345, C5 1.546, H7 1.133, H14 1.149
7 H 1.45 -0.72 1.74  C6 1.133
8 H -0.62 1.82 -1.89  O3 1.011
9 H -1.68 -0.38 -1.41  C4 1.107
10 H -1.54 -1.01 1.23  O1 0.914
11 H 1.42 0.81 -0.64  O2 0.966
12 H -1.41 0.67 0.15  C4 1.212
13 H 0.59 -1.30 -0.61  C5 1.156
14 H 0.65 0.88 1.62  C6 1.149

Computed properties:
* SMILES: OCC(O)CO
* ΔE to the lowest compared entry with this formula, charge and spin: 65.0 kcal per mole
* gap between HOMO and LUMO: 10.55 eV
* highest occupied orbital energy: -10.1 eV
* net charge: 0
* multiplicity: 1

natural (NBO) atomic charge list, values in e, 8 entries: number 1, O, carries -0.6862; number 2, O, carries -0.7128; number 3, O, carries -0.7415; number 4, C, carries -0.0891; number 5, C, carries 0.0552; number 6, C, carries -0.0835; number 7, H, carries 0.1894; number 8, H, carries 0.4970